No. 1
{
  "formula": "C29H24BF6NO2S",
  "method": "the ωB97M-V functional and the def2-TZVPD basis",
  "orbital_gap_ev": 4.224,
  "species": ["C", "C", "C", "C", "C", "B", "C", "C", "C", "C", "F", "F", "F", "C", "C", "C", "F", "F", "F", "C", "O", "C", "C", "O", "S", "H", "H", "H", "H", "H", "H", "H", "H", "H", "H", "H", "H", "C", "C", "N", "C", "C", "C", "C", "C", "C", "C", "C", "C", "C", "C", "C", "H", "H", "H", "H", "H", "H", "H", "H", "H", "H", "H", "H"],
  "xyz": [[4.865, -4.247, -3.083], [4.310, -3.267, -2.124], [4.790, -2.878, -0.887], [3.897, -1.985, -0.185], [2.731, -1.779, -0.881], [1.438, -0.887, -0.474], [0.675, -1.931, 0.532], [-0.319, -2.727, -0.004], [-1.019, -3.596, 0.829], [-2.071, -4.496, 0.242], [-3.181, -4.574, 1.038], [-2.490, -4.060, -0.985], [-1.606, -5.776, 0.073], [-0.723, -3.665, 2.183], [0.276, -2.849, 2.693], [0.527, -2.861, 4.172], [1.678, -2.208, 4.506], [-0.494, -2.239, 4.853], [0.621, -4.130, 4.675], [1.009, -1.995, 1.867], [2.021, 0.344, 0.055], [1.946, 1.242, -1.041], [0.750, 0.760, -1.890], [0.621, -0.627, -1.646], [2.784, -2.490, -2.454], [5.876, -4.532, -2.792], [4.236, -5.145, -3.111], [4.887, -3.811, -4.087], [5.744, -3.217, -0.488], [4.110, -1.558, 0.793], [-0.553, -2.679, -1.064], [-1.264, -4.342, 2.836], [1.832, -1.404, 2.263], [1.817, 2.270, -0.691], [2.860, 1.191, -1.665], [-0.170, 1.282, -1.577], [0.914, 0.936, -2.960], [-0.274, 1.191, 2.209], [-1.288, 1.194, 1.153], [-1.793, 2.301, 0.609], [-3.063, 2.386, -0.037], [-4.209, 1.665, 0.231], [-5.400, 2.080, -0.394], [-5.408, 3.153, -1.310], [-4.242, 3.889, -1.553], [-3.079, 3.524, -0.871], [-1.795, 4.169, -0.742], [-1.051, 3.469, 0.236], [0.211, 3.879, 0.615], [0.770, 4.987, -0.050], [0.075, 5.638, -1.082], [-1.227, 5.253, -1.409], [-0.456, 0.307, 2.838], [0.730, 1.064, 1.786], [-0.298, 2.098, 2.829], [-1.747, 0.254, 0.854], [-4.153, 0.822, 0.921], [-6.329, 1.563, -0.156], [-6.339, 3.418, -1.819], [-4.199, 4.744, -2.229], [0.735, 3.347, 1.404], [1.760, 5.336, 0.241], [0.561, 6.453, -1.622], [-1.818, 5.751, -2.175]],
  "nbo_charge": [-0.633, -0.225, -0.257, -0.303, -0.404, 0.758, -0.260, -0.120, -0.166, 0.978, -0.335, -0.329, -0.327, -0.191, -0.173, 0.978, -0.328, -0.342, -0.327, -0.141, -0.727, -0.090, -0.070, -0.718, 0.398, 0.215, 0.215, 0.212, 0.204, 0.211, 0.242, 0.234, 0.225, 0.157, 0.173, 0.112, 0.180, -0.747, 0.375, -0.317, 0.104, -0.194, -0.194, -0.179, -0.201, 0.026, -0.086, 0.190, -0.229, -0.188, -0.184, -0.172, 0.284, 0.337, 0.243, 0.244, 0.231, 0.234, 0.232, 0.229, 0.240, 0.235, 0.232, 0.226]
}

No. 2
{
  "formula": "C29H24BrCl4F6IN2O5PSSbTl",
  "method": "the ωB97M-V functional and the def2-TZVPD basis",
  "spin_multiplicity": 2,
  "s_squared": 0.7568,
  "orbital_gap_ev": [7.287, 6.760],
  "species": ["Tl", "Cl", "C", "C", "C", "I", "C", "O", "C", "N", "C", "C", "C", "C", "H", "H", "H", "H", "O", "C", "C", "C", "N", "C", "Br", "C", "H", "H", "H", "H", "Cl", "C", "Cl", "Cl", "C", "O", "O", "C", "C", "O", "S", "C", "C", "C", "C", "C", "C", "C", "C", "H", "H", "H", "H", "H", "H", "H", "F", "Sb", "F", "F", "F", "F", "F", "C", "P", "C", "C", "H", "H", "H", "H", "H", "H", "H", "H", "H"],
  "xyz": [[1.542, 0.736, 0.231], [6.609, -3.791, -1.769], [5.224, -2.744, -1.794], [4.718, -2.335, -2.989], [3.563, -1.524, -3.034], [2.877, -0.879, -4.884], [2.911, -1.119, -1.892], [1.785, -0.430, -1.893], [3.511, -1.485, -0.643], [2.955, -0.988, 0.494], [3.404, -1.335, 1.676], [4.484, -2.220, 1.824], [5.107, -2.689, 0.708], [4.635, -2.323, -0.574], [5.191, -2.649, -3.908], [2.901, -0.920, 2.539], [4.804, -2.498, 2.817], [5.959, -3.351, 0.785], [1.393, 2.499, 6.504], [1.429, 2.161, 5.203], [0.321, 1.700, 4.505], [0.483, 1.365, 3.183], [1.651, 1.467, 2.533], [2.697, 1.923, 3.220], [4.337, 2.065, 2.306], [2.649, 2.285, 4.546], [0.516, 2.328, 6.867], [-0.640, 1.562, 4.982], [-0.346, 0.970, 2.609], [3.524, 2.641, 5.066], [4.656, 4.776, -0.912], [3.981, 3.511, -1.964], [5.290, 2.711, -2.837], [2.854, 4.223, -3.129], [3.217, 2.523, -1.045], [2.138, 2.923, -0.556], [3.710, 1.404, -0.831], [-9.310, 1.002, -2.617], [-7.853, 1.073, -2.227], [-6.993, 0.433, -2.761], [-7.555, 2.230, -0.884], [-5.815, 2.010, -0.657], [-5.346, 1.348, 0.471], [-3.985, 1.173, 0.657], [-3.081, 1.650, -0.291], [-3.559, 2.314, -1.421], [-4.918, 2.499, -1.600], [-1.670, 1.426, -0.127], [-0.493, 1.175, -0.035], [-9.397, 1.270, -3.670], [-9.936, 1.661, -2.018], [-9.646, -0.028, -2.501], [-6.049, 0.961, 1.196], [-3.616, 0.640, 1.525], [-2.858, 2.693, -2.153], [-5.289, 3.016, -2.474], [0.338, -1.248, 1.600], [-0.012, -2.338, 3.143], [1.321, -3.513, 2.513], [1.344, -1.355, 4.037], [-0.337, -3.375, 4.665], [-1.268, -1.033, 3.677], [-1.324, -3.237, 2.141], [-0.801, -0.551, -3.151], [-0.193, -1.534, -1.773], [0.514, -3.060, -2.445], [-1.652, -2.068, -0.829], [-1.572, -1.120, -3.676], [0.029, -0.330, -3.818], [-1.221, 0.380, -2.776], [-0.164, -3.888, -2.243], [1.476, -3.276, -1.982], [0.671, -2.957, -3.518], [-2.392, -2.467, -1.529], [-2.075, -1.232, -0.274], [-1.354, -2.838, -0.119]],
  "lowdin_spin": [0.008, 0.008, 0.029, -0.005, 0.038, 0.007, -0.005, 0.193, 0.006, -0.005, 0.007, -0.005, 0.006, -0.002, -0.001, 0.000, 0.000, 0.000, 0.000, 0.000, 0.000, 0.000, 0.000, 0.000, 0.000, 0.000, 0.000, 0.000, 0.000, 0.000, 0.000, 0.000, 0.000, 0.000, 0.000, 0.000, 0.000, 0.000, 0.000, 0.000, 0.000, 0.002, 0.000, 0.002, 0.000, 0.002, 0.000, 0.009, 0.012, 0.000, 0.000, 0.000, 0.000, 0.000, 0.000, 0.000, 0.006, 0.000, 0.000, 0.000, 0.000, 0.000, 0.000, 0.039, 0.450, 0.040, 0.106, 0.011, 0.000, 0.002, 0.004, 0.006, 0.003, 0.022, 0.001, 0.000]
}

No. 3
{
  "formula": "C29H24BrHgN4O2S4",
  "method": "the ωB97M-V functional and the def2-TZVPD basis",
  "spin_multiplicity": 2,
  "s_squared": 0.7674,
  "total_charge": -2,
  "orbital_gap_ev": [3.172, 4.647],
  "species": ["Hg", "S", "C", "C", "C", "C", "C", "C", "S", "C", "C", "C", "C", "C", "C", "C", "S", "C", "C", "C", "C", "C", "C", "S", "N", "H", "H", "H", "H", "H", "H", "H", "H", "H", "H", "H", "H", "H", "H", "H", "C", "N", "C", "C", "C", "O", "N", "C", "O", "H", "H", "H", "H", "H", "Br", "C", "C", "C", "C", "C", "N", "H", "H", "H", "H"],
  "xyz": [[0.645, -0.087, -0.054], [1.553, -0.051, 2.342], [1.841, -1.720, 2.751], [2.566, -1.953, 3.940], [2.898, -3.218, 4.376], [2.520, -4.337, 3.637], [1.797, -4.140, 2.476], [1.447, -2.864, 2.025], [0.534, -2.803, 0.511], [-1.211, -2.437, 1.070], [-1.952, -1.731, -0.006], [-3.040, -2.291, -0.625], [-3.793, -1.563, -1.552], [-3.419, -0.209, -1.742], [-2.328, 0.313, -1.110], [-1.988, 1.762, -1.224], [-2.446, 2.702, 0.280], [-4.217, 2.709, 0.054], [-4.714, 3.413, -1.040], [-6.063, 3.434, -1.355], [-6.936, 2.731, -0.522], [-6.461, 2.059, 0.581], [-5.087, 2.019, 0.940], [-4.588, 1.180, 2.362], [-1.520, -0.445, -0.289], [2.871, -1.087, 4.515], [3.458, -3.332, 5.297], [2.775, -5.338, 3.963], [1.481, -4.989, 1.881], [-1.130, -1.838, 1.978], [-1.673, -3.397, 1.291], [-3.326, -3.299, -0.342], [-4.673, -1.978, -2.020], [-4.031, 0.459, -2.337], [-2.496, 2.196, -2.085], [-0.912, 1.911, -1.363], [-4.006, 3.952, -1.661], [-6.421, 3.979, -2.221], [-8.001, 2.714, -0.738], [-7.145, 1.520, 1.225], [3.681, 4.421, -1.408], [2.952, 3.271, -1.899], [2.686, 3.128, -3.233], [1.989, 2.091, -3.710], [1.464, 1.095, -2.772], [0.825, 0.119, -3.146], [1.708, 1.322, -1.439], [2.479, 2.326, -0.965], [2.785, 2.462, 0.215], [4.417, 4.730, -2.152], [4.182, 4.144, -0.485], [3.012, 5.260, -1.197], [3.090, 3.906, -3.869], [1.792, 1.969, -4.764], [2.968, -3.141, -2.417], [4.041, -2.281, -1.105], [5.287, -2.816, -0.801], [6.038, -2.149, 0.151], [5.532, -0.998, 0.739], [4.271, -0.562, 0.364], [3.537, -1.213, -0.543], [5.635, -3.717, -1.286], [7.013, -2.528, 0.432], [6.091, -0.451, 1.485], [3.811, 0.319, 0.797]],
  "lowdin_spin": [0.016, 0.004, 0.004, 0.000, 0.004, -0.001, 0.003, 0.004, 0.041, 0.035, 0.148, 0.022, 0.243, 0.056, 0.112, 0.014, 0.017, 0.003, 0.000, 0.000, 0.000, 0.000, 0.000, 0.000, 0.233, 0.000, 0.000, 0.000, 0.000, 0.005, 0.000, -0.004, 0.022, -0.001, 0.000, 0.002, 0.000, 0.000, 0.000, 0.000, 0.000, 0.000, 0.000, 0.000, 0.001, 0.002, 0.009, 0.001, 0.000, 0.000, 0.000, 0.000, 0.000, 0.000, 0.001, 0.000, 0.000, 0.000, 0.000, 0.000, 0.000, 0.000, 0.000, 0.000, 0.000]
}

No. 4
{
  "formula": "C29H24BrN11O6S2SeV",
  "method": "the ωB97M-V functional and the def2-TZVPD basis",
  "spin_multiplicity": 4,
  "s_squared": 3.7594,
  "total_charge": -2,
  "orbital_gap_ev": [5.801, 6.828],
  "species": ["V", "N", "C", "S", "N", "N", "C", "C", "C", "C", "C", "C", "C", "O", "H", "H", "H", "H", "H", "H", "H", "N", "C", "C", "C", "C", "C", "C", "S", "O", "O", "N", "C", "N", "C", "C", "C", "N", "H", "H", "H", "H", "H", "H", "H", "H", "H", "Br", "C", "C", "C", "C", "N", "C", "H", "H", "H", "H", "O", "N", "O", "O", "Se", "N", "C", "C", "C", "C", "C", "C", "N", "H", "H", "H", "H"],
  "xyz": [[-0.338, 0.483, 0.081], [-4.749, 0.944, 0.156], [-3.381, 1.180, 0.059], [-2.532, 0.485, -1.272], [-2.880, 1.941, 0.987], [-1.509, 2.135, 0.790], [-1.108, 3.338, 0.945], [0.215, 3.808, 0.575], [0.656, 5.033, 1.085], [1.846, 5.610, 0.692], [2.606, 4.952, -0.283], [2.187, 3.763, -0.830], [0.987, 3.120, -0.415], [0.656, 1.989, -0.919], [-5.014, 0.063, -0.256], [-5.097, 1.077, 1.095], [-1.835, 4.073, 1.296], [0.031, 5.534, 1.819], [2.180, 6.547, 1.120], [3.547, 5.383, -0.611], [2.778, 3.253, -1.582], [-2.278, -2.353, -7.433], [-1.827, -2.432, -6.098], [-2.543, -1.821, -5.073], [-2.114, -1.926, -3.759], [-0.957, -2.627, -3.460], [-0.252, -3.261, -4.472], [-0.687, -3.168, -5.783], [-0.441, -2.779, -1.760], [-1.656, -2.790, -0.987], [0.396, -3.957, -1.711], [0.394, -1.462, -1.303], [1.627, -1.298, -1.861], [1.953, -1.878, -3.034], [3.161, -1.643, -3.514], [4.092, -0.842, -2.880], [3.668, -0.292, -1.677], [2.472, -0.507, -1.169], [-2.824, -1.522, -7.607], [-1.524, -2.416, -8.101], [-3.441, -1.258, -5.303], [-2.676, -1.462, -2.959], [0.639, -3.815, -4.215], [-0.136, -3.665, -6.576], [3.396, -2.121, -4.464], [5.077, -0.660, -3.285], [4.329, 0.347, -1.092], [5.089, 2.210, 1.776], [3.334, 1.725, 2.310], [2.954, 1.808, 3.635], [1.656, 1.456, 3.945], [0.819, 1.018, 2.933], [1.202, 0.918, 1.661], [2.453, 1.272, 1.354], [3.655, 2.112, 4.400], [1.309, 1.448, 4.968], [-0.197, 0.720, 3.156], [2.718, 1.183, 0.315], [2.579, -0.655, 5.958], [2.021, -1.073, 4.920], [0.785, -1.264, 4.912], [2.689, -1.266, 3.884], [0.391, -2.483, 1.702], [-0.833, -1.205, 1.606], [-1.712, -1.454, 2.581], [-2.824, -0.629, 2.924], [-3.648, -1.024, 3.930], [-3.436, -2.242, 4.647], [-2.388, -3.051, 4.349], [-1.493, -2.670, 3.309], [-0.429, -3.380, 2.948], [-2.987, 0.296, 2.386], [-4.488, -0.395, 4.202], [-4.117, -2.510, 5.446], [-2.195, -3.968, 4.889]],
  "lowdin_spin": [2.762, -0.001, 0.003, 0.014, 0.005, -0.004, 0.029, 0.006, 0.004, 0.005, 0.004, 0.003, 0.009, 0.035, 0.000, 0.000, 0.001, 0.000, 0.000, 0.000, 0.000, 0.000, 0.000, 0.000, 0.000, 0.000, 0.000, 0.000, 0.001, 0.001, 0.000, 0.015, 0.004, 0.001, 0.000, 0.002, 0.001, 0.008, 0.000, 0.000, 0.000, 0.000, 0.000, 0.000, 0.000, 0.000, 0.000, -0.001, -0.001, 0.009, -0.002, 0.012, 0.008, 0.011, 0.001, 0.000, 0.002, 0.001, 0.000, 0.000, 0.000, 0.001, 0.012, 0.008, 0.008, -0.002, 0.004, -0.003, 0.003, -0.001, 0.018, 0.000, 0.000, 0.000, 0.000]
}